Molecular formula: C3H10N2O
Method: DFT, wB97M-V/def2-TZVPD

CARTESIAN COORDINATES (ANGSTROEM)
C  -0.399  -0.629  -0.836
N  -0.166  0.829  -1.022
C  1.254  1.267  -0.769
O  1.359  1.513  0.623
C  -0.418  -1.075  0.670
N  -1.662  -1.730  1.040
H  0.417  -1.168  -1.349
H  -1.347  -0.900  -1.281
H  -0.809  1.212  -0.335
H  2.048  0.617  -1.153
H  1.177  2.214  -1.306
H  2.070  1.061  1.085
H  0.514  -1.559  0.946
H  -0.304  -0.166  1.290
H  -2.332  -1.213  1.596
H  -1.719  -2.735  1.101

Computed properties:
* 2S+1: 2
* net charge: -1
* gap between HOMO and LUMO (spin up / spin down): 1.85 / 8.45 eV


Molecular formula: C45H60AsCl2F6N3O6Rb
Method: DFT, wB97M-V/def2-TZVPD

CARTESIAN COORDINATES (ANGSTROEM)
Rb  0.462  -0.995  -2.366
O  0.246  -3.859  -1.203
C  -0.044  -4.949  -0.635
C  0.851  -6.076  -0.668
C  0.651  -7.207  0.087
C  -0.465  -7.333  0.930
C  -1.378  -6.290  0.937
C  -1.237  -5.147  0.147
C  -2.302  -4.126  0.264
N  -2.856  -3.380  -0.603
C  -2.476  -3.500  -2.006
C  -3.487  -2.817  -2.909
N  -3.361  -1.361  -2.858
C  -3.011  -0.718  -3.901
C  -2.655  -1.239  -5.239
C  -3.342  -0.732  -6.340
C  -3.119  -1.190  -7.628
C  -2.145  -2.184  -7.797
C  -1.413  -2.663  -6.734
C  -1.581  -2.174  -5.399
O  -0.824  -2.535  -4.441
H  1.730  -5.969  -1.297
H  1.379  -8.014  0.040
H  -0.614  -8.214  1.541
H  -2.256  -6.355  1.577
H  -2.702  -4.025  1.280
H  -2.371  -4.550  -2.303
H  -1.497  -3.066  -2.176
H  -4.489  -3.051  -2.531
H  -3.395  -3.199  -3.926
H  -3.004  0.372  -3.792
H  -4.088  0.043  -6.170
H  -3.665  -0.785  -8.471
H  -1.946  -2.570  -8.794
H  -0.633  -3.403  -6.880
C  3.404  1.022  6.072
C  3.891  1.319  4.646
C  5.340  0.834  4.490
C  3.864  2.832  4.431
C  3.011  0.577  3.649
C  2.252  1.223  2.730
C  1.483  0.467  1.784
N  0.586  0.896  0.932
C  -0.094  2.031  0.977
C  -0.283  2.868  2.114
C  -0.941  4.050  1.982
C  -1.424  4.469  0.676
C  -1.430  3.702  -0.431
C  -0.858  2.338  -0.282
O  -1.001  1.468  -1.116
C  -1.996  4.240  -1.753
C  -2.295  3.172  -2.816
C  -0.960  5.213  -2.339
C  -3.308  4.992  -1.480
C  -1.211  4.981  3.157
C  -0.496  6.318  2.912
C  -0.717  4.398  4.479
C  -2.725  5.224  3.270
C  1.801  -0.997  1.648
O  1.675  -1.557  0.583
C  2.362  -1.683  2.841
C  2.977  -0.887  3.732
C  2.323  -3.204  2.915
C  2.468  -3.664  4.368
C  0.995  -3.767  2.374
C  3.486  -3.758  2.080
H  4.044  1.532  6.797
H  3.425  -0.045  6.298
H  2.379  1.374  6.210
H  5.991  1.374  5.182
H  5.698  1.009  3.473
H  5.435  -0.233  4.699
H  4.509  3.316  5.167
H  2.857  3.238  4.552
H  4.224  3.102  3.436
H  2.238  2.299  2.656
H  0.060  2.514  3.073
H  -1.846  5.464  0.606
H  -1.411  2.629  -3.135
H  -2.701  3.685  -3.691
H  -3.032  2.446  -2.467
H  -0.051  4.682  -2.630
H  -0.698  5.999  -1.624
H  -1.370  5.682  -3.237
H  -4.023  4.348  -0.965
H  -3.746  5.291  -2.434
H  -3.165  5.899  -0.887
H  0.581  6.167  2.810
H  -0.670  6.994  3.754
H  -0.854  6.811  2.008
H  0.367  4.261  4.479
H  -1.185  3.435  4.694
H  -0.967  5.082  5.293
H  -3.127  5.711  2.380
H  -2.935  5.865  4.130
H  -3.260  4.281  3.402
H  3.482  -1.348  4.573
H  1.721  -3.188  5.007
H  3.461  -3.465  4.784
H  2.309  -4.743  4.407
H  0.139  -3.360  2.922
H  0.990  -4.852  2.503
H  0.839  -3.559  1.321
H  4.449  -3.397  2.456
H  3.381  -3.460  1.035
H  3.478  -4.850  2.119
Cl  2.333  -3.192  -3.703
C  3.705  -2.097  -3.647
Cl  3.645  -1.046  -2.199
H  3.677  -1.452  -4.517
H  4.620  -2.672  -3.585
O  -3.845  0.332  -0.647
H  -3.756  -0.340  -1.375
H  -2.969  0.730  -0.631
O  -1.714  -1.222  1.550
H  -0.909  -1.086  1.038
H  -2.391  -1.400  0.878
F  -0.243  0.698  -4.000
As  0.769  1.370  -5.271
F  2.154  0.595  -4.527
F  1.043  2.748  -4.237
F  1.796  2.066  -6.473
F  -0.612  2.145  -5.942
F  0.534  -0.025  -6.226

Computed properties:
* 2S+1: 2
* net charge: -2
* gap between HOMO and LUMO (spin up / spin down): 3.68 / 2.95 eV


Molecular formula: C12H36O6
Method: DFT, wB97M-V/def2-TZVPD

CARTESIAN COORDINATES (ANGSTROEM)
C  19.873  -5.044  23.646
C  21.089  -4.277  23.262
O  21.756  -3.564  24.286
H  20.093  -5.533  24.594
H  19.446  -5.667  22.860
H  19.110  -4.329  23.954
H  20.876  -3.621  22.418
H  21.766  -4.965  22.756
H  21.080  -3.026  24.705
C  24.352  5.612  24.238
C  24.660  6.951  24.958
O  25.764  6.816  25.856
H  23.640  5.686  23.416
H  24.083  4.846  24.965
H  25.310  5.289  23.830
H  23.707  7.219  25.414
H  24.895  7.618  24.128
H  26.430  6.268  25.435
C  20.813  -4.718  29.583
C  19.752  -4.217  30.563
O  18.632  -3.779  29.842
H  21.687  -5.131  30.087
H  21.097  -3.929  28.886
H  20.359  -5.511  28.989
H  20.060  -3.362  31.164
H  19.564  -4.916  31.378
H  17.869  -4.001  30.379
C  25.310  -1.535  30.766
C  24.341  -0.637  31.589
O  24.472  -0.702  33.060
H  26.347  -1.315  31.020
H  25.236  -1.270  29.711
H  25.031  -2.579  30.906
H  23.312  -0.757  31.251
H  24.520  0.402  31.312
H  24.582  -1.612  33.346
C  18.582  7.986  26.459
C  19.088  9.442  26.289
O  19.777  9.763  27.488
H  19.406  7.299  26.264
H  17.860  7.757  25.675
H  18.146  7.831  27.445
H  18.216  10.096  26.264
H  19.707  9.526  25.395
H  19.838  10.707  27.651
C  20.446  1.235  26.120
C  19.267  0.499  26.922
O  19.342  -0.887  26.497
H  20.560  2.308  26.274
H  20.346  1.207  25.035
H  21.397  0.736  26.304
H  18.248  0.812  26.697
H  19.411  0.662  27.990
H  19.198  -1.392  27.300

Computed properties:
* structure (SMILES): CCO.CCO.CCO.CCO.CCO.CCO
* gap between HOMO and LUMO: 10.60 eV


Molecular formula: C8H9N3S
Method: DFT, wB97M-V/def2-TZVPD

CARTESIAN COORDINATES (ANGSTROEM)
C  3.862  1.111  0.375
C  -2.349  0.726  0.183
C  -1.908  0.760  -1.116
C  -1.395  0.977  1.162
C  -0.579  1.020  -1.444
C  -0.068  1.144  0.883
C  0.376  1.250  -0.435
C  1.893  -2.103  0.413
N  4.757  1.688  0.800
N  1.678  1.665  -0.731
N  2.787  0.439  0.086
S  2.822  -1.039  -0.738
H  -3.450  0.500  0.286
H  -2.723  0.601  -1.778
H  -1.583  1.022  2.172
H  -0.376  1.065  -2.432
H  0.758  1.256  1.535
H  1.625  -3.020  -0.226
H  0.955  -1.731  0.528
H  2.434  -2.174  1.398
H  2.132  1.579  -1.613

Computed properties:
* gap between HOMO and LUMO: 8.23 eV


Molecular formula: AlH6O3
Method: DFT, wB97M-V/def2-TZVPD

CARTESIAN COORDINATES (ANGSTROEM)
Al  26.936  1.553  -4.721
O  26.386  0.549  -2.087
H  25.613  0.573  -1.472
H  27.046  -0.039  -1.653
O  27.965  -0.257  -6.669
H  27.698  0.007  -7.582
H  28.727  -0.879  -6.788
O  28.892  2.567  -2.860
H  29.693  3.013  -3.225
H  28.857  2.832  -1.909

Computed properties:
* net charge: +3
* gap between HOMO and LUMO: 4.54 eV


Molecular formula: C5H13NO2
Method: DFT, wB97M-V/def2-TZVPD

CARTESIAN COORDINATES (ANGSTROEM)
C  -0.359  1.296  1.756
C  0.625  0.521  0.870
C  0.188  -0.882  0.399
O  -0.849  -1.360  0.861
N  0.936  -1.535  -0.519
C  2.076  -0.926  -1.291
C  0.562  -2.917  -0.936
H  -1.418  1.067  1.549
H  -0.151  2.328  1.425
H  -0.192  1.236  2.845
H  0.768  1.168  -0.017
H  1.601  0.437  1.385
H  2.916  -1.633  -1.184
H  2.390  0.056  -0.901
H  1.840  -0.820  -2.364
H  -0.464  -3.196  -0.644
H  1.270  -3.579  -0.408
H  0.676  -3.076  -2.021
O  -4.284  4.266  -0.087
H  -3.488  4.198  -0.663
H  -4.644  3.350  -0.054

Computed properties:
* structure (SMILES): CCC(=O)N(C)C.O
* gap between HOMO and LUMO: 9.92 eV


Per-record energy relative to the best compared isomer or geometry (same formula, charge and spin), eV: 1.8913; 0.6605; 3.5114; 4.0294; 4.2433; 1.1723